This record from OMol25 describes C32H51B2BaF4N5O5Si2 as an isolated structure in a non-equilibrium geometry. The level of theory is ωB97M-V/def2-TZVPD.

E_HOMO: -0.2320 hartree
ΔE to the lowest compared entry with this formula, charge and spin: 61.0 kcal/mol
Gap between HOMO and LUMO: 5.10 eV
M: 876.91 u

Last column: Mulliken charge in e.
Positions of all 102 atoms, in Å:
Ba (0.2793, -0.4788, -0.6937)  0.6269
C (1.6155, 4.4074, -0.7492)  -2.2799
C (0.9680, 3.0864, -1.0036)  0.4677
N (0.5727, 2.2623, -0.1069)  0.8766
O (0.8184, 2.5500, 1.2359)  -0.5772
B (2.2516, 2.1040, 1.7222)  0.3157
F (3.1555, 2.8104, 0.9316)  -0.3656
F (2.2565, 2.4640, 3.0497)  -0.3033
O (2.5700, 0.6537, 1.6614)  -0.6316
N (2.6472, 0.2117, 0.3477)  1.0998
C (3.7614, 0.1066, -0.2494)  0.3871
C (5.0999, 0.3890, 0.3425)  -2.0284
C (3.6745, -0.3145, -1.7306)  -0.2222
N (2.5003, -0.4416, -2.2109)  1.1726
O (2.3348, -0.7100, -3.5366)  -0.5568
B (0.8887, -0.5267, -3.9630)  0.3517
F (0.7649, -0.9483, -5.2420)  -0.3174
F (0.0616, -1.2716, -3.0632)  -0.2292
O (0.4877, 0.9485, -3.9101)  -0.5943
N (0.4319, 1.4464, -2.6454)  0.4467
C (0.8446, 2.6411, -2.4624)  -0.1286
C (1.3326, 3.5161, -3.5716)  -1.8150
C (4.9311, -0.4873, -2.5197)  -1.9211
H (1.6668, 4.6202, 0.3124)  0.4238
H (1.0548, 5.1898, -1.2661)  0.5565
H (2.6298, 4.4190, -1.1496)  0.3581
H (4.9918, 0.6683, 1.3865)  0.3742
H (5.5869, 1.2057, -0.1936)  0.3126
H (5.7352, -0.4935, 0.2583)  0.4669
H (0.8554, 3.2237, -4.5030)  0.4893
H (2.4113, 3.3957, -3.7041)  0.2945
H (1.1400, 4.5686, -3.3734)  0.4582
H (5.6689, -1.0540, -1.9522)  0.3855
H (5.3715, 0.4834, -2.7618)  0.2777
H (4.7126, -1.0071, -3.4489)  0.4867
C (-4.5386, -2.5533, -0.2649)  -1.4216
Si (-2.9494, -2.4888, -1.3130)  0.2258
C (-2.9428, -0.8915, -2.3295)  -0.3127
C (-3.1001, -3.8467, -2.6116)  -1.2548
N (-1.5162, -2.5332, -0.3825)  0.7860
C (-1.1245, -3.7177, 0.1871)  -0.1361
C (-1.9791, -4.8173, 0.4329)  0.0004
C (-1.5523, -6.0189, 0.9763)  -1.0912
C (-0.2291, -6.2051, 1.3361)  -0.8239
C (0.6565, -5.1473, 1.1500)  -0.7728
C (0.2060, -3.9649, 0.6039)  -0.1746
O (1.0937, -2.8770, 0.4492)  0.6869
C (2.4532, -3.1395, 0.4140)  -0.4209
C (3.2246, -2.8279, 1.5210)  0.0622
C (4.5954, -3.0399, 1.4595)  -0.7824
C (5.1748, -3.5538, 0.3072)  -0.5300
C (4.3831, -3.8573, -0.7936)  -0.7505
C (3.0121, -3.6529, -0.7464)  0.2517
H (-5.3438, -1.9370, -0.6767)  0.4140
H (-4.3353, -2.2105, 0.7540)  0.3043
H (-4.9317, -3.5693, -0.1862)  0.4964
H (-3.9577, -0.6226, -2.6393)  0.5259
H (-2.3497, -1.0448, -3.2330)  0.2582
H (-2.5242, -0.0144, -1.8361)  -0.4962
H (-3.9985, -3.7001, -3.2184)  0.3713
H (-3.1456, -4.8476, -2.1811)  0.3636
H (-2.2380, -3.8168, -3.2832)  0.2757
H (-3.0282, -4.7207, 0.1840)  0.2172
H (-2.2749, -6.8142, 1.1159)  0.4021
H (0.1169, -7.1390, 1.7579)  0.3882
H (1.6963, -5.2497, 1.4305)  0.4435
H (2.7490, -2.4077, 2.3973)  0.4576
H (5.2129, -2.7984, 2.3156)  0.4125
H (6.2438, -3.7222, 0.2690)  0.4155
H (4.8332, -4.2541, -1.6950)  0.4025
H (2.3726, -3.8750, -1.5916)  0.5584
C (-1.2575, 4.6294, 1.4276)  -1.2394
Si (-1.8735, 2.8982, 1.6360)  0.1538
C (-1.7523, 2.2339, 3.3698)  2.4712
C (-3.0783, 2.7816, 3.9708)  -1.9298
C (-0.5749, 2.8337, 4.1411)  -1.8894
C (-1.7232, 0.7083, 3.4947)  -1.7703
C (-3.1163, 2.2900, 0.3860)  3.0161
C (-2.5918, 2.5516, -1.0351)  -2.1381
C (-3.5740, 0.8504, 0.6136)  -2.2861
C (-4.3291, 3.2339, 0.6070)  -1.8437
H (-2.0256, 5.2880, 1.8521)  0.5350
H (-1.1184, 4.9091, 0.3839)  0.3037
H (-0.3244, 4.7745, 1.9651)  0.2510
H (-3.1516, 3.8719, 3.9281)  0.4131
H (-3.0897, 2.5035, 5.0281)  0.4720
H (-3.9696, 2.3445, 3.5155)  0.3881
H (-0.5827, 3.9253, 4.1375)  0.3599
H (0.3852, 2.5013, 3.7551)  0.3754
H (-0.6642, 2.5113, 5.1822)  0.5662
H (-2.6096, 0.2203, 3.0926)  0.3279
H (-1.6562, 0.4475, 4.5540)  0.5415
H (-0.8461, 0.2803, 3.0048)  0.3094
H (-1.6561, 2.0405, -1.2568)  0.3080
H (-2.4330, 3.6181, -1.2104)  0.5119
H (-3.3344, 2.2006, -1.7550)  0.6435
H (-2.7683, 0.1102, 0.6256)  0.4260
H (-4.2586, 0.5575, -0.1826)  0.5770
H (-4.1139, 0.7580, 1.5577)  0.4060
H (-4.0783, 4.2872, 0.4623)  0.4230
H (-4.7999, 3.1083, 1.5826)  0.4233
H (-5.0720, 2.9700, -0.1507)  0.4834